# 1
C3H7N2O2 | the ωB97M-V functional and the def2-TZVPD basis

The value obtained for the HOMO energy is -0.577 Eh. As for the charge: +1. The strongest force on any atom comes out at 5.75 eV/Å. Its SMILES is CN1CCO[N+]1=O. The value obtained for the total energy is -378.02560 a.u. The HOMO-LUMO gap is 0.363 Eh.

Last columns: bonded neighbours and bond lengths (Å).
Geometry (Å):
1 O -1.661 -0.999 0.039  C2 1.494, N8 1.261
2 C -0.381 -1.750 -0.134  O1 1.494, H4 1.012, H6 1.070, C12 1.494
3 H -0.016 2.554 -0.241  C7 1.166
4 H -0.233 -2.034 -1.094  C2 1.012
5 H 0.881 -0.710 1.213  C12 1.149
6 H -0.588 -2.448 0.651  C2 1.070
7 C 0.650 1.645 0.057  H3 1.166, H9 1.047, H11 1.219, N14 1.408
8 N -1.454 0.241 -0.059  O1 1.261, O10 1.161, N14 1.642
9 H 1.030 1.657 1.033  C7 1.047
10 O -2.224 1.099 0.075  N8 1.161
11 H 1.671 1.908 -0.554  C7 1.219
12 C 0.696 -0.738 0.080  C2 1.494, H5 1.149, H13 1.064, N14 1.434
13 H 1.509 -0.877 -0.592  C12 1.064
14 N 0.121 0.453 -0.474  C7 1.408, N8 1.642, C12 1.434



# 2
C3H7N2O2 | the ωB97M-V functional and the def2-TZVPD basis

The value obtained for the HOMO energy is -0.445 Eh. As for the charge: +1. The strongest force on any atom comes out at 3.68 eV/Å. The value obtained for the total energy is -378.13379 a.u. The HOMO-LUMO gap is 0.283 Eh.

Last columns: bonded neighbours and bond lengths (Å).
Geometry (Å):
1 H -1.432 -0.296 -1.378  N2 1.047
2 N -1.045 -0.112 -0.423  H1 1.047, O4 1.341, C14 1.283
3 H 2.922 -1.287 -0.797  C7 1.110
4 O 0.278 -0.086 -0.206  N2 1.341
5 H 1.821 -1.033 0.459  C7 1.074
6 H -1.494 0.609 1.258  C14 1.007
7 C 2.776 -0.678 0.119  H3 1.110, H5 1.074, H10 1.100, C11 1.371
8 O 2.632 1.782 -0.110  C11 1.121
9 H -3.586 0.157 -0.784  N13 0.961
10 H 3.585 -1.017 0.781  C7 1.100
11 C 2.666 0.662 -0.154  C7 1.371, O8 1.121
12 H -3.954 0.571 0.761  N13 1.004
13 N -3.238 0.410 0.076  H9 0.961, H12 1.004, C14 1.349
14 C -1.932 0.318 0.399  N2 1.283, H6 1.007, N13 1.349



# 3
C3H7N2O2S | the ωB97M-V functional and the def2-TZVPD basis

The value obtained for the HOMO energy (alpha / beta) is -0.070 / -0.140 Eh. As for the charge: -1. The strongest force on any atom comes out at 1.51 eV/Å. The value obtained for the total energy is -776.63028 a.u. The HOMO-LUMO gap (alpha / beta) is 0.210 / 0.283 Eh.

Last columns: bonded neighbours and bond lengths (Å).
Geometry (Å):
1 C -2.052 0.433 0.262  C2 1.501, H3 1.080, H7 1.081, C15 1.522
2 C -1.280 1.709 0.090  C1 1.501, H6 1.078, H13 1.083, C15 1.498
3 H -2.526 0.006 -0.609  C1 1.080
4 N 0.199 -0.101 -0.774  N5 1.404, C15 1.404
5 N 0.291 -1.495 -0.640  N4 1.404, H10 1.022, H11 1.042
6 H -1.244 2.141 -0.898  C2 1.078
7 H -2.600 0.283 1.182  C1 1.081
8 O 2.474 -1.420 0.926  S12 1.491
9 O 3.921 -0.814 -0.994  S12 1.482
10 H 0.896 -1.806 -1.403  N5 1.022
11 H 0.790 -1.743 0.240  N5 1.042
12 S 3.081 -0.320 0.123  O8 1.491, O9 1.482
13 H -1.308 2.437 0.891  C2 1.083
14 H -0.111 0.262 1.301  C15 1.097
15 C -0.531 0.429 0.302  C1 1.522, C2 1.498, N4 1.404, H14 1.097